64
Properties=species:S:1:pos:R:3 method="wB97M-V/def2-TZVPD" multiplicity=1 lumo_ev=-0.034 smiles="CCN(CCN(CC(=O)O)C(=O)O)C(C)=O.ClCCCl.ClCCCl.ClCCCl.ClCCCl" homo_lumo_gap_ev=9.29
C -0.043 0.065 -0.005
C -0.551 -1.457 -0.345
N -1.854 -1.861 0.309
C -1.778 -1.881 1.819
C -0.890 -3.227 2.221
N -1.345 -4.374 1.294
C -0.449 -5.545 1.751
C 1.046 -5.493 1.061
O 2.074 -4.746 1.536
O 1.288 -6.318 -0.166
C -2.797 -4.734 1.544
O -3.114 -5.196 2.776
O -3.891 -4.667 0.556
C -3.044 -1.089 -0.215
C -3.598 -1.430 -1.755
O -3.681 -0.175 0.527
H 1.055 0.169 -0.462
H 0.061 0.315 1.133
H -0.693 0.901 -0.509
H 0.296 -2.278 -0.171
H -0.752 -1.483 -1.521
H -1.281 -0.940 2.307
H -2.856 -1.995 2.317
H 0.232 -2.945 2.014
H -1.126 -3.469 3.350
H -0.399 -5.515 2.923
H -0.998 -6.529 1.376
H 1.627 -5.675 -0.878
H -3.804 -3.878 -0.055
H -4.492 -0.726 -2.057
H -4.025 -2.545 -1.769
H -2.720 -1.416 -2.555
Cl -1.221 3.424 -0.184
C -0.513 4.770 -1.112
C -0.042 4.333 -2.489
Cl 1.374 3.256 -2.406
H 0.305 5.195 -0.522
H -1.293 5.531 -1.209
H 0.259 5.207 -3.074
H -0.833 3.812 -3.039
Cl -5.329 -0.111 6.081
C -4.621 1.235 5.154
C -4.150 0.798 3.776
Cl -2.733 -0.279 3.859
H -3.802 1.660 5.743
H -5.400 1.996 5.056
H -3.848 1.672 3.191
H -4.940 0.277 3.226
Cl 6.616 5.702 0.129
C 5.689 4.198 -0.104
C 4.599 4.353 -1.153
Cl 3.287 5.427 -0.607
H 5.276 3.901 0.865
H 6.403 3.432 -0.419
H 4.145 3.380 -1.362
H 4.997 4.752 -2.091
Cl 6.407 1.755 -3.128
C 5.525 1.575 -4.665
C 4.018 1.595 -4.468
Cl 3.431 0.143 -3.619
H 5.857 0.646 -5.140
H 5.828 2.410 -5.303
H 3.516 1.618 -5.440
H 3.698 2.474 -3.899

=====

55
Properties=species:S:1:pos:R:3 method="wB97M-V/def2-TZVPD" multiplicity=4 lumo_ev="-2.770 / -5.194" de_lowest_kj_mol=55.5 homo_lumo_gap_ev="7.29 / 6.06" charge=+1
Co 0.075 0.318 -0.194
P -1.955 0.263 -0.515
C -2.033 0.679 -2.258
C -0.874 1.294 -2.774
N 0.240 1.245 -1.959
C 1.467 1.528 -2.416
C 1.634 2.167 -3.647
C 0.510 2.419 -4.425
C -0.722 1.955 -4.017
C 2.615 1.082 -1.526
P 2.011 -0.366 -0.469
H -1.605 2.066 -4.634
H 2.643 2.417 -3.959
H 0.633 2.931 -5.383
H 3.491 0.715 -2.085
H 2.975 1.891 -0.865
H -2.082 -1.246 -3.947
H -2.999 0.791 -2.760
H -0.863 -3.200 -2.973
O -1.909 -2.208 -4.073
H -2.380 -2.472 -4.884
H -0.078 -1.124 -0.226
O -0.610 -3.538 -2.080
H 0.362 -3.411 -1.986
C 2.510 -1.716 -1.559
H 3.555 -1.516 -1.834
H 2.444 -2.673 -1.026
H 1.902 -1.785 -2.473
C 3.321 -0.341 0.746
H 3.285 -1.252 1.352
H 4.263 -0.288 0.180
H 3.238 0.529 1.408
C -2.804 1.695 0.274
H -3.782 1.801 -0.222
H -2.939 1.519 1.350
H -2.229 2.624 0.146
C -3.170 -1.039 -0.430
H -3.405 -1.252 0.620
H -4.044 -0.644 -0.972
H -2.760 -1.923 -0.934
C 1.238 -0.728 4.800
C -0.004 -0.016 4.265
C -1.246 -0.713 4.793
C 0.014 1.434 4.768
C 0.006 -0.012 2.801
C 0.033 0.086 1.576
H 1.215 -0.706 5.899
H 2.164 -0.228 4.478
H 1.262 -1.779 4.480
H -1.234 -0.696 5.888
H -2.154 -0.203 4.464
H -1.276 -1.755 4.469
H 0.916 1.975 4.440
H -0.881 1.989 4.443
H 0.016 1.415 5.868

=====

60
Properties=species:S:1:pos:R:3 method="wB97M-V/def2-TZVPD" multiplicity=5 lumo_ev="-7.450 / -11.837" homo_lumo_gap_ev="7.00 / 2.87" charge=+2
C -1.361 -2.793 0.637
N -1.453 -1.916 -0.381
N -2.052 -2.565 -1.448
C -2.215 -3.855 -1.123
C -1.790 -4.039 0.192
B -2.364 -1.755 -2.733
N -3.057 -0.436 -2.241
N -2.442 0.356 -1.274
C -3.183 1.464 -1.117
C -4.259 1.405 -1.999
C -4.136 0.215 -2.696
Cr -0.644 -0.148 -0.533
N -0.987 -1.273 -3.267
N -0.227 -0.455 -2.433
C 0.756 0.075 -3.182
C 0.714 -0.484 -4.460
C -0.407 -1.312 -4.478
H 1.407 0.831 -2.781
H -0.824 -1.925 -5.261
H 1.412 -0.315 -5.258
H -2.994 -2.366 -3.542
H -4.722 -0.220 -3.494
H -2.607 -4.544 -1.854
H -5.026 2.152 -2.109
H -1.775 -4.960 0.746
H -2.885 2.224 -0.412
H -0.999 -2.491 1.608
H -0.121 2.864 -1.151
C -0.536 3.333 -0.248
H -1.382 3.963 -0.541
H -0.892 2.547 0.437
H 0.230 3.917 0.262
C -1.223 0.024 3.219
Si 0.593 -0.150 2.794
C 1.521 0.952 4.023
C 1.164 -1.874 3.321
C 0.914 0.086 0.917
Si 2.578 1.000 0.708
C 3.963 -0.012 1.505
C 3.137 1.234 -1.069
C 2.539 2.732 1.434
H -1.865 -0.698 2.701
H -1.592 1.031 2.990
H -1.340 -0.142 4.300
H 1.331 0.547 5.029
H 2.610 0.980 3.903
H 1.157 1.985 4.022
H 0.596 -2.678 2.840
H 2.226 -2.045 3.104
H 1.030 -1.985 4.406
H 1.213 -0.967 0.623
H 4.072 -0.977 0.989
H 4.913 0.528 1.383
H 3.839 -0.224 2.574
H 2.524 1.989 -1.579
H 4.182 1.581 -1.096
H 3.083 0.297 -1.638
H 2.495 3.472 0.625
H 1.693 2.912 2.103
H 3.466 2.908 1.996

=====

64
Properties=species:S:1:pos:R:3 method="wB97M-V/def2-TZVPD" multiplicity=1 lumo_ev=-3.121 de_lowest_kj_mol=80.4 homo_lumo_gap_ev=8.59 charge=+1
C -1.828 1.218 1.238
C -2.314 0.594 0.333
C -2.770 -0.164 -0.894
C -1.474 -0.677 -1.540
N -0.976 0.001 -2.574
C 0.210 -0.670 -2.918
C 0.349 -1.724 -2.047
C 1.536 -2.700 -2.035
C 2.670 -2.011 -1.164
O 3.535 -2.949 -0.555
C 3.414 -0.870 -1.928
F 4.724 -0.932 -1.655
F 3.280 -0.917 -3.278
F 2.902 0.336 -1.549
N -0.748 -1.730 -1.162
B -1.059 -2.660 0.007
N -2.243 -3.531 0.065
O -0.143 -2.599 1.058
H -1.062 1.626 1.897
H -3.447 -0.989 -0.602
H -3.348 0.493 -1.575
H -1.408 0.837 -2.964
H 0.914 -0.399 -3.710
H 1.894 -2.888 -3.067
H 1.233 -3.644 -1.532
H 2.119 -1.511 -0.332
H 3.199 -3.076 0.343
H -3.043 -2.897 0.168
H -2.325 -4.028 -0.825
H -0.533 -1.947 1.686
C 0.389 3.948 -5.258
C -0.293 4.712 -4.127
C 0.669 5.578 -3.298
O 1.473 4.851 -2.383
C 2.621 4.244 -2.952
N -1.023 3.759 -3.280
H 0.942 3.077 -4.902
H -0.354 3.584 -5.970
H 1.081 4.592 -5.804
H -1.022 5.385 -4.587
H 0.068 6.253 -2.683
H 1.291 6.214 -3.940
H 3.051 4.848 -3.755
H 2.383 3.242 -3.317
H 3.367 4.135 -2.164
H -1.558 4.278 -2.588
H -0.328 3.262 -2.724
C 0.498 -1.409 5.231
C -0.977 -1.020 5.213
C -1.807 -1.692 6.319
O -2.117 -3.052 6.074
C -1.080 -3.966 6.394
N -1.528 -1.301 3.880
H 0.673 -2.405 4.822
H 1.081 -0.711 4.626
H 0.899 -1.381 6.246
H -1.027 0.060 5.381
H -2.772 -1.179 6.372
H -1.337 -1.572 7.302
H -0.505 -3.645 7.267
H -0.420 -4.111 5.536
H -1.541 -4.928 6.619
H -2.481 -0.948 3.838
H -1.642 -2.312 3.809

=====

65
Properties=species:S:1:pos:R:3 method="wB97M-V/def2-TZVPD" multiplicity=1 lumo_ev=-0.059 de_lowest_kj_mol=0.0 homo_lumo_gap_ev=8.80
C 2.609 -3.036 2.084
S 1.179 -1.939 2.173
O 1.246 -1.150 3.448
C 1.753 -0.761 0.912
H 2.478 -3.619 1.174
H 2.554 -3.654 2.977
H 3.508 -2.424 2.053
H 1.028 -0.238 0.296
H 2.331 -1.350 0.196
H 2.452 -0.080 1.392
C 1.218 -2.834 -2.911
Cl 2.135 -3.751 -1.701
Cl 0.511 -1.396 -2.151
Cl 2.384 -2.305 -4.154
Cl -0.097 -3.765 -3.639
C 5.751 -0.024 0.195
Cl 7.118 0.909 -0.448
Cl 4.472 -0.068 -1.044
Cl 6.207 -1.682 0.620
Cl 5.167 0.767 1.674
C -0.567 -6.561 -0.019
Cl 0.432 -7.147 -1.364
Cl 0.476 -5.715 1.129
Cl -1.800 -5.430 -0.634
Cl -1.377 -7.894 0.762
C -4.127 1.512 -3.097
C -3.010 1.767 -2.105
C -1.642 2.010 -2.756
C -0.571 2.304 -1.696
C 0.796 2.655 -2.282
C 1.954 2.904 -1.305
H -3.977 0.591 -3.667
H -4.368 2.353 -3.745
H -5.049 1.302 -2.540
H -3.331 2.610 -1.488
H -2.875 0.924 -1.421
H -1.674 2.978 -3.273
H -1.404 1.252 -3.499
H -0.863 3.158 -1.075
H -0.473 1.494 -0.957
H 1.048 1.907 -3.046
H 0.671 3.565 -2.886
H 1.615 3.663 -0.598
H 2.076 1.952 -0.782
H 2.833 3.247 -1.838
C -2.683 -1.276 1.197
C -3.343 -0.139 1.956
C -2.665 1.198 1.826
C -1.267 1.280 2.456
C -0.662 2.665 2.342
C 0.861 2.739 2.591
H -1.768 -1.617 1.701
H -2.180 -0.979 0.264
H -3.304 -2.158 1.072
H -4.403 -0.046 1.701
H -3.339 -0.440 3.013
H -3.224 2.021 2.282
H -2.558 1.419 0.755
H -1.394 1.016 3.511
H -0.568 0.585 1.986
H -0.833 3.080 1.339
H -1.182 3.378 2.989
H 1.344 3.483 1.962
H 0.992 2.998 3.645
H 1.380 1.791 2.448

=====

56
Properties=species:S:1:pos:R:3 method="wB97M-V/def2-TZVPD" multiplicity=3 lumo_ev="0.217 / -0.772" de_lowest_kj_mol=254.1 homo_lumo_gap_ev="3.91 / 5.66"
P -0.267 -2.060 -1.762
P 0.302 1.988 -1.666
C -0.445 -0.641 -3.047
C 0.478 0.604 -3.082
H -1.511 -0.346 -3.106
H -0.257 -1.252 -3.930
H 1.544 0.313 -3.148
H 0.266 1.174 -3.994
C -1.287 2.686 -2.145
H -1.549 3.294 -1.275
H -2.105 2.009 -2.380
H -1.136 3.368 -3.000
C 1.484 3.271 -2.070
H 1.150 3.848 -2.952
H 2.504 2.881 -2.249
H 1.500 3.946 -1.193
C -1.248 -3.382 -2.375
H -1.197 -4.199 -1.638
H -0.718 -3.670 -3.306
H -2.285 -3.096 -2.591
C 1.369 -2.637 -2.082
H 2.151 -1.905 -2.220
H 1.276 -3.221 -2.991
H 1.570 -3.294 -1.238
Pt -0.028 -0.239 2.402
C 0.407 1.765 0.226
C -0.866 1.036 0.722
C -1.514 0.092 -0.256
C -1.734 -1.330 0.271
C -0.372 -2.157 0.027
C 0.919 -1.420 0.588
C 1.580 -0.395 -0.257
C 1.724 0.891 0.498
C 0.225 -1.802 3.672
H 0.442 2.742 0.734
H -1.649 1.762 1.019
H -0.882 0.143 -1.106
H -2.442 0.506 -0.675
H -1.939 -1.205 1.354
H -2.620 -1.801 -0.219
H -0.419 -3.135 0.568
H 1.697 -2.078 1.014
H 1.015 -0.293 -1.177
H 2.565 -0.730 -0.626
H 1.789 0.563 1.589
H 2.641 1.408 0.255
H 1.036 -1.672 4.438
H 0.381 -2.736 3.119
H -0.742 -1.806 4.172
C -0.509 1.812 5.994
O -0.458 0.716 5.045
C -0.225 1.149 3.776
O -0.042 2.337 3.542
H 0.433 2.362 5.994
H -0.669 1.337 6.962
H -1.335 2.498 5.775

=====

56
Properties=species:S:1:pos:R:3 method="wB97M-V/def2-TZVPD" multiplicity=1 lumo_ev="0.426 / 0.388" de_lowest_kj_mol=0.0 homo_lumo_gap_ev="4.20 / 5.30"
P 2.392 -1.804 1.545
P 1.284 2.027 1.753
C 1.916 -0.434 0.355
C 2.391 0.975 0.780
H 0.819 -0.457 0.222
H 2.385 -0.682 -0.611
H 3.338 0.892 1.347
H 2.619 1.564 -0.133
C -0.329 2.364 1.027
H -0.946 2.909 1.762
H -0.853 1.435 0.746
H -0.198 3.003 0.142
C 2.120 3.570 2.100
H 2.133 4.163 1.172
H 3.155 3.375 2.420
H 1.583 4.115 2.890
C 1.085 -3.019 1.074
H 0.904 -3.635 1.963
H 1.432 -3.654 0.250
H 0.142 -2.528 0.794
C 3.831 -2.575 0.677
H 4.748 -2.131 1.087
H 3.801 -2.418 -0.407
H 3.850 -3.651 0.900
Sn -1.851 -0.825 -0.914
C -1.113 0.855 -2.181
C -2.556 0.833 -2.230
C -3.282 0.347 -3.461
C -2.896 -1.090 -3.900
C -2.309 -1.958 -2.801
C -0.895 -2.014 -2.545
C 0.095 -1.150 -3.288
C -0.264 0.360 -3.333
C -2.514 -1.036 1.121
H -0.631 1.594 -1.532
H -3.097 1.553 -1.603
H -3.112 1.032 -4.312
H -4.367 0.375 -3.270
H -3.818 -1.574 -4.271
H -2.223 -1.027 -4.773
H -2.929 -2.811 -2.502
H -0.484 -2.938 -2.124
H 0.227 -1.508 -4.326
H 1.086 -1.261 -2.814
H 0.694 0.908 -3.303
H -0.724 0.591 -4.310
H -2.000 -0.297 1.754
H -2.294 -2.054 1.474
H -3.598 -0.843 1.142
C -0.043 1.784 5.568
O 0.547 2.247 4.327
C 0.743 1.305 3.389
O 0.549 0.105 3.544
H 0.384 0.829 5.882
H -1.126 1.702 5.450
H 0.197 2.562 6.289

=====

60
Properties=species:S:1:pos:R:3 method="wB97M-V/def2-TZVPD" multiplicity=1 lumo_ev=-5.487 de_lowest_kj_mol=670.9 homo_lumo_gap_ev=5.91 charge=+1
C -6.070 2.230 3.570
C -5.300 2.059 2.384
C -4.595 2.086 0.880
C -4.080 0.548 0.472
C -2.544 0.724 -0.071
C -2.075 -0.362 -1.206
Cl -3.313 -0.682 -2.549
C -0.748 0.320 -1.963
C 0.426 0.667 -0.882
N 0.575 -0.288 0.271
C -0.323 -1.493 0.199
N -0.006 -2.553 1.058
N -1.560 -1.682 -0.645
H -6.770 2.661 4.435
H -3.679 2.842 0.958
H -5.347 2.529 0.069
H -4.851 0.165 -0.320
H -4.184 -0.182 1.408
H -1.848 0.737 0.898
H -2.444 1.812 -0.543
H -1.162 1.342 -2.413
H -0.399 -0.316 -2.891
H 0.193 1.736 -0.406
H 1.460 0.778 -1.435
H 1.605 -0.558 0.275
H 0.601 -3.362 0.786
H -0.393 -2.452 2.043
H -1.213 -2.199 -1.509
C -1.086 4.228 2.573
O -0.085 4.000 1.588
C 0.858 5.073 1.516
C 2.159 4.720 2.246
O 1.947 4.595 3.655
C 1.857 3.236 4.068
H -1.614 3.287 2.750
H -0.660 4.569 3.521
H -1.802 4.968 2.204
H 0.426 6.002 1.909
H 1.083 5.231 0.456
H 2.876 5.535 2.102
H 2.604 3.807 1.835
H 2.858 2.788 4.079
H 1.201 2.652 3.418
H 1.451 3.211 5.083
C 3.861 -3.558 -1.699
O 2.611 -4.201 -1.473
C 1.642 -3.865 -2.469
C 1.498 -4.985 -3.507
O 2.692 -5.132 -4.281
C 3.485 -6.230 -3.845
H 4.613 -4.039 -1.067
H 4.182 -3.640 -2.741
H 3.788 -2.504 -1.418
H 1.889 -2.911 -2.952
H 0.683 -3.740 -1.954
H 0.696 -4.719 -4.202
H 1.225 -5.931 -3.026
H 3.031 -7.169 -4.184
H 3.598 -6.249 -2.758
H 4.477 -6.137 -4.295